14
Properties=species:S:1:pos:R:3:forces:R:3:lowdin_charge:R:1 method="wB97M-V/def2-TZVPD" e_lumo_ev=-0.73 e_tot_ha=-684.6659 e_homo_ev=-8.63 max_force_ev_per_a=5.42
C 1.3749 0.3152 -0.1690 0.76 0.31 1.82 -0.1684
C 0.3682 1.1112 0.3063 0.72 -0.80 1.49 -0.1707
C -0.9692 0.8124 0.8321 -0.79 0.06 -0.50 -0.7150
C -1.4888 -0.3748 0.0054 -2.60 -2.87 3.79 -0.3250
H 2.3112 -1.2559 -1.1423 -3.11 -0.40 2.38 0.1561
H 0.9312 -1.7859 0.1070 1.34 1.02 -1.24 0.1027
H 2.3848 0.8541 -0.0071 -1.46 -1.23 -1.08 0.1367
H 0.6467 2.0508 0.6950 0.90 1.13 -0.11 0.0679
H -0.9764 -1.4525 0.2642 -0.86 2.61 -0.23 0.1354
H -2.6332 -0.6719 0.3915 2.59 1.27 -1.95 0.1623
H -0.3207 -0.3511 -1.2901 2.73 -0.94 -1.40 -0.0043
N 1.3830 -1.0883 -0.5405 2.03 1.68 -1.14 -0.0074
O -1.1741 -0.0082 -1.2875 -3.55 -0.07 -0.52 -0.0457
S -1.8374 1.8448 1.8349 1.30 -1.77 -1.32 0.6754